Entry 1:
Formula: C23H28N4O4
Source: OMol25
Level of theory: the ωB97M-V functional and the def2-TZVPD basis

Output
* E_HOMO: -0.294 hartree
* HOMO-LUMO gap: 8.099 eV
* SMILES: O=C(COc1ccccc1)N1CCN(c2ccc([N+](=O)[O-])c(N3CCCCC3)c2)CC1
* energy: -38453.2705 eV
* relative energy (zero: lowest compared OMol25 entry of this formula, charge and spin): 107.7 kcal/mol

CARTESIAN COORDINATES (ANGSTROEM)
O 5.327 -1.961 -0.422
C 4.223 -2.319 -0.054
C 4.017 -3.714 0.542
O 3.157 -3.783 1.654
C 3.491 -3.091 2.788
C 2.566 -3.171 3.829
C 2.794 -2.502 5.014
C 3.944 -1.744 5.177
C 4.860 -1.667 4.146
C 4.644 -2.333 2.950
N 3.142 -1.522 -0.167
C 1.781 -1.863 0.189
C 0.803 -1.011 -0.618
N 0.993 0.388 -0.312
C -0.032 1.288 -0.349
C 0.084 2.543 0.283
C -0.972 3.411 0.262
C -2.178 3.095 -0.370
N -3.269 3.958 -0.108
O -4.405 3.512 -0.170
O -3.021 5.106 0.231
C -2.294 1.882 -1.097
N -3.399 1.594 -1.849
C -3.747 0.235 -2.190
C -5.271 0.093 -2.182
C -5.906 1.071 -3.164
C -5.468 2.487 -2.808
C -3.945 2.555 -2.787
C -1.210 1.002 -1.041
C 2.345 0.772 0.038
C 3.334 -0.164 -0.643
H 5.011 -4.114 0.778
H 3.560 -4.360 -0.216
H 1.679 -3.768 3.684
H 2.072 -2.572 5.814
H 4.122 -1.220 6.104
H 5.759 -1.081 4.263
H 5.376 -2.253 2.163
H 1.609 -1.688 1.259
H 1.594 -2.918 -0.015
H 0.941 -1.210 -1.690
H -0.213 -1.303 -0.341
H 0.976 2.808 0.823
H -0.917 4.353 0.787
H -3.326 -0.442 -1.445
H -3.357 -0.038 -3.183
H -5.634 0.311 -1.177
H -5.538 -0.935 -2.433
H -6.993 0.989 -3.125
H -5.585 0.830 -4.181
H -5.839 2.756 -1.819
H -5.852 3.205 -3.534
H -3.608 3.560 -2.540
H -3.559 2.313 -3.792
H -1.264 0.096 -1.620
H 2.533 1.791 -0.310
H 2.500 0.740 1.126
H 4.363 0.125 -0.419
H 3.201 -0.123 -1.731

***

Entry 2:
Formula: C4H7N2S
Source: OMol25
Level of theory: the ωB97M-V functional and the def2-TZVPD basis

Output
* net charge: +1
* E_HOMO: -0.501 hartree
* HOMO-LUMO gap: 10.246 eV
* SMILES: SC[n+]1cc[nH]c1
* energy: -18069.8549 eV
* relative energy (zero: lowest compared OMol25 entry of this formula, charge and spin): 12.4 kcal/mol

CARTESIAN COORDINATES (ANGSTROEM)
S -2.738 0.372 -0.199
C -1.501 -0.850 0.475
N -0.129 -0.361 0.065
C 1.095 -0.925 -0.252
C 2.029 0.069 -0.288
N 1.394 1.223 0.004
C 0.145 0.962 0.280
H -2.707 -0.034 -1.489
H -1.687 -1.866 0.202
H -1.450 -0.612 1.536
H 1.147 -2.028 -0.384
H 3.086 0.091 -0.566
H 1.877 2.168 0.022
H -0.561 1.790 0.592

***

Entry 3:
Formula: C31H29N8NaOS2
Source: OMol25
Level of theory: the ωB97M-V functional and the def2-TZVPD basis

Output
* E_HOMO: -0.255 hartree
* HOMO-LUMO gap: 6.963 eV
* energy: -72675.6701 eV
* relative energy (zero: lowest compared OMol25 entry of this formula, charge and spin): 18.8 kcal/mol

CARTESIAN COORDINATES (ANGSTROEM)
Na 0.624 1.749 -0.133
N 3.267 5.040 -1.460
C 2.862 3.795 -1.065
S 1.891 2.907 -2.194
N 3.298 3.442 0.129
N 2.766 2.281 0.587
C 3.426 1.620 1.463
C 4.785 1.980 1.951
C 5.838 2.142 1.053
C 7.108 2.454 1.514
C 7.338 2.620 2.873
C 6.293 2.467 3.772
C 5.024 2.142 3.312
C 2.764 0.398 1.995
C 3.515 -0.623 2.579
C 2.871 -1.757 3.041
C 1.495 -1.849 2.912
C 0.828 -0.793 2.310
N 1.431 0.306 1.864
H 3.226 5.238 -2.442
H 4.005 5.458 -0.917
H 5.651 2.031 -0.006
H 7.921 2.574 0.809
H 8.330 2.871 3.229
H 6.464 2.600 4.833
H 4.210 2.018 4.017
H 4.588 -0.524 2.658
H 3.441 -2.560 3.493
H 0.944 -2.712 3.260
H -0.246 -0.835 2.170
S -2.196 2.393 -1.114
C -2.845 2.269 -2.642
N -1.999 2.116 -3.711
C -2.393 1.963 -4.999
C -3.712 1.935 -5.311
C -4.644 2.088 -4.256
C -4.230 2.262 -2.969
H -1.011 2.144 -3.484
H -1.596 1.871 -5.723
H -4.027 1.807 -6.335
H -5.706 2.058 -4.470
H -4.935 2.363 -2.158
C -1.398 -5.280 2.529
C -2.340 -4.266 1.939
C -2.776 -3.169 2.677
C -3.596 -2.205 2.112
C -4.015 -2.326 0.793
N -4.822 -1.297 0.248
C -4.984 -0.910 -1.059
O -6.006 -0.363 -1.434
N -3.957 -1.151 -1.958
C -2.560 -1.130 -1.781
C -1.756 -1.513 -2.847
C -0.378 -1.443 -2.717
C 0.152 -1.004 -1.516
N -0.610 -0.638 -0.484
C -1.929 -0.693 -0.618
C -3.624 -3.436 0.056
C -2.788 -4.383 0.627
H -1.415 -5.250 3.619
H -0.371 -5.091 2.206
H -1.656 -6.293 2.216
H -2.457 -3.055 3.707
H -3.897 -1.338 2.690
H -5.546 -0.923 0.839
H -4.265 -0.937 -2.894
H -2.211 -1.861 -3.768
H 0.275 -1.724 -3.533
H 1.227 -0.930 -1.379
H -2.511 -0.345 0.222
H -3.966 -3.557 -0.964
H -2.481 -5.238 0.034

***

Entry 4:
Formula: C7H4MnN2O4
Source: OMol25
Level of theory: the ωB97M-V functional and the def2-TZVPD basis

Output
* net charge: +2
* expectation value of S²: 8.81
* E_HOMO (alpha / beta): -0.590 / -0.644 hartree
* HOMO-LUMO gap (alpha / beta): 7.775 / 4.431 eV
* multiplicity: 6
* energy: -49790.4417 eV
* relative energy (zero: lowest compared OMol25 entry of this formula, charge and spin): 43.1 kcal/mol

CARTESIAN COORDINATES (ANGSTROEM)
Mn -0.588 0.080 -1.302
O 1.975 -3.070 -1.111
C 1.223 -2.261 -1.157
C -2.171 -0.070 -0.896
O -3.304 -0.006 -0.660
C 0.393 1.218 -2.033
O 0.850 2.061 -2.680
C -0.846 -0.851 -2.929
O -1.106 -1.274 -3.981
N 0.419 -0.089 2.655
C 0.547 1.300 2.459
C 0.425 1.471 1.069
N 0.208 0.203 0.488
C 0.229 -0.707 1.477
H 0.455 -0.565 3.562
H 0.697 1.994 3.202
H 0.478 2.347 0.475
H 0.117 -1.781 1.362

***

Entry 5:
Formula: C3H5F
Source: OMol25
Level of theory: the ωB97M-V functional and the def2-TZVPD basis

Output
* E_HOMO: -0.347 hartree
* HOMO-LUMO gap: 10.255 eV
* energy: -5905.6056 eV
* relative energy (zero: lowest compared OMol25 entry of this formula, charge and spin): 69.8 kcal/mol

CARTESIAN COORDINATES (ANGSTROEM)
C -1.618 -0.137 0.010
C 0.343 -0.122 0.034
C 1.634 0.392 -0.124
F 2.822 -0.279 0.102
H -1.819 -1.175 0.134
H -1.834 0.287 -0.978
H -1.801 0.584 0.822
H 0.660 -1.054 0.404
H 1.614 1.504 -0.404

***

Entry 6:
Formula: C5H11IN3
Source: OMol25
Level of theory: the ωB97M-V functional and the def2-TZVPD basis

Output
* net charge: +1
* E_HOMO (alpha / beta): -0.457 / -0.457 hartree
* HOMO-LUMO gap (alpha / beta): 6.638 / 6.642 eV
* energy: -17923.9219 eV
* relative energy (zero: lowest compared OMol25 entry of this formula, charge and spin): 105.9 kcal/mol

CARTESIAN COORDINATES (ANGSTROEM)
C 0.964 0.836 -0.047
C -0.617 0.193 -0.089
C -0.607 -1.140 -0.411
C -1.421 0.637 1.113
C -0.643 -2.151 0.644
N 1.443 1.365 -1.084
N 1.585 0.572 1.077
N 0.946 1.368 -2.388
I 0.016 -1.918 -2.254
H -0.788 0.933 -0.913
H -1.048 0.242 2.072
H -2.490 0.164 1.086
H -1.593 1.742 1.255
H -1.347 -2.023 1.466
H 0.367 -2.456 0.930
H -0.859 -3.103 0.095
H 1.141 0.457 2.009
H 2.603 0.880 1.183
H 0.785 2.321 -2.657
H 1.565 1.079 -3.086

***

Entry 7:
Formula: C6H7N2O2
Source: OMol25
Level of theory: the ωB97M-V functional and the def2-TZVPD basis

Output
* net charge: +1
* E_HOMO: -0.483 hartree
* HOMO-LUMO gap: 8.828 eV
* energy: -13397.9654 eV
* relative energy (zero: lowest compared OMol25 entry of this formula, charge and spin): 142.6 kcal/mol

CARTESIAN COORDINATES (ANGSTROEM)
C -1.285 0.062 1.495
C 1.645 0.043 1.039
C -1.022 -0.974 0.446
C 0.288 -1.401 -0.007
C -0.329 0.762 2.137
C 0.333 0.474 -1.450
N 1.014 0.703 1.846
N 0.108 0.629 -2.697
O 1.133 0.974 -0.724
O -0.529 -0.638 -1.002
H -2.292 0.294 1.835
H 2.684 -0.152 0.869
H -1.824 -1.581 0.213
H 0.569 -2.320 -0.382
H -0.669 1.570 2.795
H 0.732 1.343 -3.114
H -0.554 0.213 -3.301

***

Entry 8:
Formula: C12H35O15P3S
Source: OMol25
Level of theory: the ωB97M-V functional and the def2-TZVPD basis

Output
* E_HOMO: -0.386 hartree
* HOMO-LUMO gap: 11.057 eV
* SMILES: CCOS(C)(=O)=O.COP(=O)(OC)OC.COP(=O)(OC)OC.COP(=O)(OC)OC
* energy: -82429.2018 eV
* relative energy (zero: lowest compared OMol25 entry of this formula, charge and spin): 42.3 kcal/mol

CARTESIAN COORDINATES (ANGSTROEM)
C 24.471 -3.915 5.738
C 23.682 -2.843 5.007
O 24.241 -2.512 3.714
S 23.416 -1.450 2.746
C 24.018 0.096 3.374
O 23.808 -1.660 1.360
O 22.021 -1.458 3.144
H 24.830 -4.691 5.062
H 23.772 -4.505 6.329
H 25.315 -3.650 6.375
H 22.724 -3.180 4.610
H 23.443 -1.905 5.509
H 23.232 0.836 3.225
H 24.915 0.293 2.787
H 24.301 -0.155 4.397
C 23.469 -8.049 3.325
O 22.215 -8.610 3.106
P 20.927 -7.991 3.966
O 21.143 -7.886 5.467
O 20.451 -6.690 3.126
C 21.167 -5.450 3.327
O 19.850 -9.069 3.508
C 19.982 -10.487 3.674
H 24.242 -8.777 3.570
H 23.457 -7.333 4.147
H 23.725 -7.473 2.436
H 21.800 -5.398 4.213
H 20.494 -4.593 3.322
H 21.842 -5.183 2.514
H 19.428 -10.896 2.830
H 19.364 -10.637 4.559
H 20.999 -10.826 3.871
C 23.312 -10.850 5.670
O 24.736 -10.762 5.439
P 25.683 -9.939 6.567
O 27.115 -10.028 6.230
O 25.065 -8.477 6.691
C 25.844 -7.387 7.263
O 25.215 -10.595 7.901
C 25.927 -10.435 9.161
H 22.961 -10.345 6.570
H 23.077 -11.914 5.678
H 22.848 -10.363 4.813
H 25.355 -6.904 8.109
H 26.063 -6.653 6.487
H 26.834 -7.635 7.645
H 25.682 -11.197 9.901
H 26.013 -9.380 9.420
H 26.963 -10.704 8.956
C 20.161 1.676 2.426
O 19.759 2.361 3.560
P 20.218 1.868 5.071
O 21.592 1.329 5.136
O 19.010 0.782 5.380
C 17.611 1.165 5.500
O 19.772 3.222 5.979
C 20.164 3.017 7.341
H 20.392 0.659 2.742
H 21.060 2.184 2.079
H 19.428 1.729 1.621
H 17.038 0.892 4.613
H 17.514 2.245 5.604
H 17.096 0.699 6.340
H 20.698 3.954 7.498
H 20.555 2.161 7.891
H 19.338 3.215 8.024

***

Entry 9:
Formula: C19H26HfN3O3SSi
Source: OMol25
Level of theory: the ωB97M-V functional and the def2-TZVPD basis

Output
* net charge: +1
* E_HOMO: -0.426 hartree
* HOMO-LUMO gap: 7.958 eV
* energy: -50758.0668 eV
* relative energy (zero: lowest compared OMol25 entry of this formula, charge and spin): 0.0 kcal/mol

CARTESIAN COORDINATES (ANGSTROEM)
Hf -0.157 -0.016 -0.011
C -2.719 2.425 1.403
C -2.121 1.092 1.746
C -1.028 1.010 2.615
C -0.431 -0.213 2.910
C -0.944 -1.393 2.376
C -2.071 -1.342 1.554
C -2.636 -0.109 1.229
H -3.155 2.878 2.294
H -3.507 2.333 0.657
H -1.951 3.109 1.036
H -0.597 1.922 3.005
H 0.440 -0.240 3.551
H -0.481 -2.345 2.598
H -2.491 -2.256 1.158
H -3.519 -0.079 0.601
N -1.722 0.334 -1.698
C -1.002 0.360 -3.011
C 0.317 1.100 -2.821
O 0.714 1.887 -3.652
N 0.912 0.794 -1.632
C 2.061 1.608 -1.261
C 1.890 2.080 0.178
O 2.724 2.667 0.803
O 0.715 1.669 0.691
H -2.470 -0.356 -1.736
H -2.186 1.234 -1.577
H -1.597 0.843 -3.781
H -0.793 -0.670 -3.301
H 2.174 2.457 -1.936
H 2.994 1.039 -1.301
C 3.734 -6.055 -0.654
Si 2.182 -5.061 -0.992
C 0.691 -5.929 -0.254
C 1.995 -4.757 -2.830
C 2.412 -3.382 -0.107
C 3.580 -3.092 0.589
C 3.783 -1.870 1.234
C 2.791 -0.928 1.172
N 1.645 -1.183 0.511
C 1.451 -2.363 -0.116
S -0.107 -2.444 -0.924
H 3.648 -7.030 -1.139
H 3.893 -6.239 0.410
H 4.627 -5.574 -1.058
H 0.597 -6.932 -0.676
H -0.236 -5.394 -0.461
H 0.792 -6.038 0.828
H 1.891 -5.710 -3.352
H 2.874 -4.253 -3.236
H 1.119 -4.151 -3.061
H 4.366 -3.836 0.638
H 4.700 -1.661 1.765
H 2.880 0.048 1.635

***

Entry 10:
Formula: CH3NO2S
Source: OMol25
Level of theory: the ωB97M-V functional and the def2-TZVPD basis

Output
* E_HOMO: -0.341 hartree
* HOMO-LUMO gap: 8.899 eV
* SMILES: O=NSCO
* energy: -17502.5260 eV
* relative energy (zero: lowest compared OMol25 entry of this formula, charge and spin): 67.9 kcal/mol

CARTESIAN COORDINATES (ANGSTROEM)
O -0.422 0.265 -3.532
N -0.155 0.089 -2.351
S -0.371 -1.321 -1.522
C 0.119 -0.508 0.121
O 0.812 0.715 -0.038
H -0.803 -0.142 0.698
H 0.862 -1.187 0.624
H 0.309 1.192 -0.648

***

Entry 11:
Formula: C22H8BCl72F3NO3
Source: OMol25
Level of theory: the ωB97M-V functional and the def2-TZVPD basis

Output
* net charge: -1
* E_HOMO: -0.147 hartree
* HOMO-LUMO gap: 5.136 eV
* energy: -941017.5170 eV

CARTESIAN COORDINATES (ANGSTROEM)
C -6.131 -3.182 1.474
O -5.558 -3.609 0.267
B -4.216 -3.142 0.040
O -4.138 -1.983 -0.829
N -3.091 -3.705 0.551
C -3.299 -4.907 1.355
C -3.671 -6.123 0.583
O -2.456 -6.759 0.198
C -4.534 -7.140 1.379
F -4.055 -8.384 1.320
F -5.769 -7.236 0.844
F -4.711 -6.853 2.662
H -7.113 -2.758 1.307
H -5.510 -2.460 1.987
H -6.223 -4.022 2.152
H -3.722 -2.193 -1.681
H -2.365 -5.161 1.835
H -4.009 -4.722 2.156
H -4.216 -5.897 -0.316
H -2.621 -7.196 -0.631
C -4.071 0.722 -3.396
Cl -3.639 -0.956 -3.737
Cl -5.059 0.796 -1.946
Cl -2.618 1.704 -3.152
Cl -4.972 1.385 -4.767
C 1.386 1.868 -2.081
Cl 0.179 3.108 -2.465
Cl 2.144 1.307 -3.570
Cl 2.635 2.599 -1.046
Cl 0.635 0.502 -1.264
C 5.082 -1.086 -4.782
Cl 4.383 0.275 -5.668
Cl 6.559 -1.637 -5.589
Cl 5.463 -0.575 -3.140
Cl 3.922 -2.409 -4.735
C -5.168 1.325 2.416
Cl -4.940 0.741 4.072
Cl -5.810 2.970 2.503
Cl -3.630 1.326 1.568
Cl -6.305 0.281 1.571
C 5.307 -0.621 1.082
Cl 4.384 0.677 0.308
Cl 6.816 -0.888 0.188
Cl 5.695 -0.170 2.743
Cl 4.351 -2.084 1.083
C 6.315 3.308 4.525
Cl 7.945 3.690 3.963
Cl 5.234 3.157 3.143
Cl 6.350 1.788 5.427
Cl 5.739 4.600 5.584
C -4.985 -6.018 -4.767
Cl -4.682 -4.294 -4.597
Cl -3.475 -6.912 -4.562
Cl -6.152 -6.535 -3.568
Cl -5.614 -6.342 -6.392
C 7.089 3.319 -6.446
Cl 7.242 1.564 -6.391
Cl 6.283 3.793 -7.944
Cl 6.133 3.857 -5.065
Cl 8.693 4.057 -6.380
C 1.600 -2.872 3.998
Cl 3.006 -1.864 4.386
Cl 1.340 -4.032 5.304
Cl 0.182 -1.844 3.842
Cl 1.855 -3.729 2.493
C -4.237 5.626 5.787
Cl -5.623 6.308 6.648
Cl -2.802 5.732 6.811
Cl -4.561 3.946 5.384
Cl -3.966 6.543 4.300
C -4.121 2.481 -8.568
Cl -5.389 3.146 -7.541
Cl -2.575 2.597 -7.723
Cl -4.472 0.791 -8.925
Cl -4.043 3.403 -10.074
C -4.624 7.273 -6.004
Cl -3.790 5.747 -6.271
Cl -6.361 6.976 -5.893
Cl -4.058 8.001 -4.499
Cl -4.299 8.370 -7.351
C 6.873 -4.636 3.138
Cl 6.328 -6.234 2.628
Cl 8.140 -4.806 4.363
Cl 7.516 -3.762 1.745
Cl 5.518 -3.739 3.814
C 10.571 -0.184 -3.571
Cl 11.239 -1.739 -4.080
Cl 9.530 -0.422 -2.168
Cl 11.891 0.912 -3.146
Cl 9.624 0.512 -4.886
C -4.329 4.851 -1.291
Cl -4.178 6.601 -1.069
Cl -2.779 4.096 -0.903
Cl -5.603 4.245 -0.230
Cl -4.752 4.503 -2.969
C 7.787 -0.476 8.524
Cl 7.253 -1.378 7.103
Cl 6.586 0.754 8.921
Cl 7.976 -1.580 9.888
Cl 9.332 0.304 8.178
C -1.427 -5.220 8.336
Cl -1.187 -4.162 9.732
Cl -1.687 -4.246 6.895
Cl 0.006 -6.227 8.111
Cl -2.832 -6.253 8.619
C -1.578 9.784 -0.231
Cl 0.120 9.787 -0.707
Cl -2.588 9.623 -1.673
Cl -1.880 8.434 0.862
Cl -1.964 11.301 0.586

***

Entry 12:
Formula: C3H4N3
Source: OMol25
Level of theory: the ωB97M-V functional and the def2-TZVPD basis

Output
* net charge: +1
* E_HOMO: -0.496 hartree
* HOMO-LUMO gap: 9.757 eV
* SMILES: [NH2+]=C=NN1C=C1
* energy: -7633.1592 eV
* relative energy (zero: lowest compared OMol25 entry of this formula, charge and spin): 72.6 kcal/mol

CARTESIAN COORDINATES (ANGSTROEM)
N 0.580 -2.321 0.108
C 0.447 -1.044 0.022
N 0.327 0.124 0.067
N 0.186 1.289 -0.542
C -0.099 2.647 0.065
C -1.092 2.110 -0.538
H 1.335 -2.948 -0.073
H -0.180 -2.943 0.356
H 0.502 3.446 0.539
H -2.095 1.936 -0.741